The following is a quantum chemistry calculation of a molecular structure, C47H38AsFNO2STaTe, from OMol25.

Last column: Mulliken charge in e.
CARTESIAN COORDINATES (ANGSTROEM)
Ta: -0.6411 0.1757 1.1480  1.888
C: 4.5797 3.8282 -0.7288  -1.754
C: 3.3710 2.9686 -0.4926  -0.245
C: 3.4585 1.5836 -0.4609  -0.924
C: 2.3134 0.7934 -0.2714  -0.053
C: 2.3034 -0.4966 0.4147  0.479
O: 1.2236 -0.8819 0.9699  -0.384
C: 3.4807 -1.3408 0.6290  0.047
C: 3.3208 -2.7229 0.4777  0.140
C: 4.3981 -3.5688 0.6624  -0.956
C: 5.6269 -3.0540 1.0535  -0.500
C: 5.7761 -1.6901 1.2674  -0.933
C: 4.7147 -0.8305 1.0483  -0.353
C: 1.0703 1.4395 -0.3610  -0.579
O: -0.0557 0.7150 -0.5823  0.489
C: 0.9700 2.7935 -0.0666  0.704
C: 2.1427 3.5468 -0.1585  -0.880
C: -0.2488 3.2874 0.6328  1.393
N: -1.1022 2.4394 1.1225  -0.020
C: -2.2880 2.9668 1.8431  -1.135
C: -3.5538 3.0972 0.9935  -0.935
Te: -3.4617 4.1682 -0.8543  0.242
C: -2.6817 2.5531 -1.9620  -0.199
C: -3.3519 1.3337 -1.9855  -0.451
C: -2.8652 0.2853 -2.7514  -0.501
C: -1.7158 0.4491 -3.5130  -0.247
C: -1.0544 1.6682 -3.5077  -0.872
C: -1.5329 2.7156 -2.7302  -0.293
C: -0.2235 4.7372 0.9736  -0.145
C: -0.0370 5.0956 2.3080  -0.061
C: 0.1129 6.4302 2.6525  -0.957
C: 0.0775 7.4075 1.6679  -0.564
C: -0.0887 7.0496 0.3360  -0.963
C: -0.2239 5.7165 -0.0148  0.045
H: 5.4749 3.2252 -0.8664  0.380
H: 4.7478 4.5055 0.1090  0.407
H: 4.4461 4.4391 -1.6221  0.349
H: 4.4274 1.1133 -0.5399  0.960
H: 2.3588 -3.1311 0.2003  0.488
H: 4.2735 -4.6329 0.5144  0.500
H: 6.4656 -3.7182 1.2133  0.433
H: 6.7196 -1.2955 1.6182  0.427
H: 4.8318 0.2178 1.2806  0.749
H: 2.1023 4.6074 0.0545  0.576
H: -2.0520 3.9344 2.2719  0.551
H: -2.4850 2.2871 2.6753  0.564
H: -4.2899 3.6348 1.5921  0.658
H: -3.9904 2.1331 0.7551  0.084
H: -4.2763 1.2100 -1.4338  0.620
H: -3.4098 -0.6490 -2.7842  0.506
H: -1.3525 -0.3643 -4.1267  0.537
H: -0.1731 1.8121 -4.1204  0.450
H: -1.0167 3.6685 -2.7433  0.500
H: 0.0046 4.3308 3.0751  0.579
H: 0.2588 6.7050 3.6882  0.449
H: 0.1857 8.4493 1.9375  0.444
H: -0.1130 7.8103 -0.4324  0.478
H: -0.3537 5.4407 -1.0531  0.467
S: -2.9577 -0.1246 1.3440  -0.239
C: -3.6506 -1.7557 1.1457  1.064
C: -4.9833 -1.9342 1.4886  -0.675
C: -5.5386 -3.2004 1.3669  -0.757
C: -4.7760 -4.2721 0.9192  -0.807
C: -3.4453 -4.0831 0.5766  -0.333
C: -2.8883 -2.8146 0.6786  -0.443
As: -1.0822 -2.3906 0.2686  0.531
C: -0.8549 -2.5963 -1.6294  0.927
C: 0.3861 -2.3155 -2.1953  0.076
C: 0.5952 -2.5452 -3.5447  -0.793
C: -0.4348 -3.0504 -4.3299  -0.866
C: -1.6733 -3.3197 -3.7667  -0.596
C: -1.8883 -3.0940 -2.4126  -0.977
C: -0.0011 -3.7675 1.0479  0.374
C: 0.3522 -4.8830 0.2956  -0.162
C: 1.1137 -5.8853 0.8831  -0.699
C: 1.5194 -5.7658 2.2048  -0.632
C: 1.1628 -4.6493 2.9518  -0.792
C: 0.4001 -3.6471 2.3747  -0.257
H: -5.5751 -1.1061 1.8547  0.511
H: -6.5754 -3.3517 1.6353  0.419
H: -5.2186 -5.2555 0.8407  0.441
H: -2.8456 -4.9191 0.2366  0.507
H: 1.2011 -1.9381 -1.5893  0.297
H: 1.5616 -2.3370 -3.9845  0.470
H: -0.2689 -3.2364 -5.3826  0.395
H: -2.4739 -3.7140 -4.3781  0.427
H: -2.8559 -3.3123 -1.9782  0.485
H: 0.0451 -4.9744 -0.7391  0.489
H: 1.3849 -6.7602 0.3072  0.455
H: 2.1124 -6.5487 2.6587  0.457
H: 1.4785 -4.5611 3.9825  0.467
H: 0.1300 -2.7760 2.9624  0.324
F: -0.0535 0.4920 2.8836  -0.763

LUMO level = -7.02 eV
total charge = +2
HOMO level = -0.4475 Ha
multiplicity = 1